Entry from the Open Molecules 2025 dataset: a 2-piece molecular cluster, C2H3NO3 overall (ωB97M-V/def2-TZVPD).

Structure (XYZ):
```
9
Properties=species:S:1:pos:R:3:forces:R:3
C 1.179 0.049 -0.447 1.534 -0.459 -1.785
C 1.547 0.367 0.775 0.297 -0.984 0.578
N -1.717 -0.922 -0.657 -0.679 -0.890 1.174
O 1.100 -0.210 -1.599 -0.540 0.478 2.289
O -1.711 0.390 -0.112 -0.554 2.128 -1.851
O -1.889 -1.718 0.207 0.554 1.723 -1.524
H -1.813 1.120 -0.888 0.501 -2.957 2.164
H 1.136 1.199 1.284 -0.568 0.736 0.074
H 2.169 -0.275 1.437 -0.546 0.227 -1.120
```
Forces are in eV/Å.

Values from the calculation:
HOMO energy: -0.34477 hartree
relative energy (zero: lowest compared OMol25 entry of this formula, charge and spin): 120.6 kcal per mole
SMILES: C=C=O.O=NO
maximum force: 3.70 eV/Å
LUMO level: 0.05 eV
E_tot: -358.337482 Ha



Entry from the Open Molecules 2025 dataset: C23H42AlBr4F2I2MgN6O9P as an isolated structure (ωB97M-V/def2-TZVPD).

Structure (XYZ):
```
91
Properties=species:S:1:pos:R:3:forces:R:3
C -0.549 2.507 2.671 -0.969 -1.538 -0.348
C -0.692 0.943 2.507 -2.458 0.019 0.876
I 1.080 -0.014 1.783 -1.998 0.005 0.401
C -1.894 0.255 2.748 3.331 1.913 0.018
I -3.527 1.468 3.406 0.447 -0.442 -0.173
P -2.035 -1.629 2.449 -1.311 0.265 -1.014
C -3.432 -2.003 3.610 -0.277 -0.474 -0.314
C -4.869 -1.973 2.843 -0.659 -0.616 -0.064
N -5.425 -3.320 2.588 0.675 0.663 -0.290
N -4.684 -1.331 1.533 -0.628 0.306 0.204
N -5.878 -1.276 3.662 0.831 -0.133 0.086
C -1.950 -3.485 1.899 0.637 -0.744 -0.287
C -1.098 -4.337 2.847 -1.049 -1.053 -0.995
F -1.330 -3.509 0.618 0.020 0.346 0.880
H -0.824 2.806 3.703 -0.342 0.086 -0.791
H -1.274 2.917 1.947 0.603 0.233 0.674
H 0.481 2.847 2.464 -0.698 0.055 -0.502
H -2.213 -1.326 1.076 0.214 -0.074 0.220
H -0.709 -1.823 2.997 -0.119 0.207 0.265
H -3.423 -1.430 4.559 0.137 0.098 -0.733
H -3.281 -3.068 3.920 0.286 0.882 -0.514
H -5.117 -3.694 1.689 -0.146 -0.060 0.211
H -5.245 -3.977 3.345 -0.089 -0.027 -0.330
H -5.202 -0.448 1.568 0.347 -0.249 0.025
H -5.144 -1.863 0.786 0.234 -0.101 0.249
H -6.668 -1.885 3.857 0.205 0.172 -0.078
H -5.496 -0.858 4.505 -0.296 -0.057 -0.173
H -2.963 -3.898 1.731 0.468 0.193 0.220
H -0.565 -3.657 3.556 -0.475 -0.638 -0.109
H -0.405 -4.972 2.251 -0.103 0.665 0.461
H -1.733 -5.066 3.398 0.527 0.719 0.141
C -1.143 3.498 -0.609 -3.532 4.486 -2.150
O -0.602 4.013 0.319 1.683 0.009 1.674
H -2.251 3.390 -0.585 0.004 -1.510 0.722
H -0.913 3.876 -1.618 1.299 -1.150 -0.449
H -0.726 2.115 -0.786 1.604 -6.243 0.454
C 2.206 0.974 5.795 -1.346 -0.449 -0.304
Br 3.760 2.130 6.388 0.113 -0.130 -0.410
Br 1.167 0.486 7.320 0.336 0.225 0.036
Br 1.165 1.795 4.420 1.454 0.179 2.663
H 2.665 0.072 5.399 0.473 0.237 0.114
C 0.276 2.515 -5.387 -0.055 -0.002 -0.256
N 0.081 3.072 -4.024 0.027 -0.008 0.061
O -0.246 4.238 -3.922 0.059 -0.320 0.172
O 0.265 2.314 -3.079 0.031 0.294 -0.405
H 0.084 3.297 -6.113 0.037 0.044 0.109
H 1.305 2.175 -5.446 -0.054 -0.050 0.017
H -0.420 1.690 -5.512 0.049 -0.025 0.134
Mg -4.488 -3.532 5.616 -0.428 -0.574 1.372
C -4.982 -4.033 -1.941 0.221 -0.117 -0.107
O -5.083 -3.633 -0.786 0.124 -0.044 -0.011
N -3.911 -4.693 -2.425 -0.511 0.194 0.166
C -3.821 -5.152 -3.799 0.106 -0.026 0.168
C -2.819 -4.939 -1.503 -0.103 0.109 -0.002
H -5.777 -3.876 -2.686 0.012 0.004 0.025
H -3.703 -6.236 -3.819 -0.012 0.011 -0.105
H -2.960 -4.690 -4.285 -0.037 -0.046 -0.082
H -4.723 -4.884 -4.347 0.000 0.013 0.055
H -3.187 -5.523 -0.656 0.119 -0.012 0.031
H -2.456 -3.985 -1.132 0.091 -0.100 0.026
H -2.009 -5.476 -1.992 -0.102 0.006 -0.099
Br 4.668 2.068 4.286 0.246 0.199 0.218
Al 1.134 -2.795 4.158 0.292 0.563 -0.344
F -0.485 0.989 -0.597 -1.202 4.887 -0.847
C 6.068 -1.990 -2.201 -0.102 -0.415 0.145
C 4.949 -1.165 -1.621 0.598 -0.094 -0.297
C 5.364 -0.212 -0.524 0.054 0.237 -0.160
O 4.145 -0.103 0.248 -0.056 -0.232 0.086
C 3.466 -1.246 0.060 -0.183 -0.461 -0.131
O 2.485 -1.561 0.704 2.022 -0.906 -0.940
O 3.988 -1.993 -0.914 -0.237 0.378 0.271
H 6.774 -1.356 -2.737 -0.061 0.033 0.002
H 6.602 -2.532 -1.419 0.014 0.098 0.025
H 5.672 -2.735 -2.891 0.006 0.115 -0.077
H 4.413 -0.644 -2.418 -0.108 0.017 0.116
H 5.674 0.761 -0.896 -0.217 0.065 0.100
H 6.144 -0.617 0.123 -0.030 -0.104 -0.057
C 4.537 6.576 -1.500 -0.009 -0.038 -0.058
C 3.671 5.490 -1.588 0.134 0.101 -0.105
C 3.391 4.924 -2.823 -0.073 -0.095 0.084
C 3.988 5.456 -3.956 0.046 0.091 0.282
C 4.847 6.541 -3.886 0.107 0.114 -0.047
C 5.120 7.103 -2.646 -0.107 -0.132 0.081
N 3.712 4.848 -5.268 0.012 0.029 -0.358
O 2.934 3.902 -5.301 0.238 0.248 0.035
O 4.270 5.316 -6.241 -0.264 -0.245 0.426
H 4.757 7.014 -0.534 -0.019 0.008 -0.038
H 3.215 5.083 -0.695 -0.031 0.016 -0.050
H 2.717 4.081 -2.893 0.038 0.037 -0.124
H 5.301 6.949 -4.778 -0.084 -0.114 -0.039
H 5.790 7.950 -2.575 -0.026 -0.024 -0.034
```
Forces are in eV/Å.

Values from the calculation:
HOMO energy: -0.37873 hartree
maximum force: 6.46 eV/Å
total charge: +2
LUMO level: -8.63 eV
E_tot: -13781.175493 Ha



Entry from the Open Molecules 2025 dataset: one molecule with the formula C4H10O (ωB97M-V/def2-TZVPD).

Structure (XYZ):
```
15
Properties=species:S:1:pos:R:3:forces:R:3
C -1.322 -0.854 0.659 0.050 -0.145 -0.072
O -0.556 0.124 -0.091 0.047 -0.166 0.110
C 1.107 -0.156 -0.105 0.372 0.062 0.712
C -0.738 0.172 -1.520 -0.291 0.050 -0.421
C 1.641 0.937 0.792 0.122 -0.217 -0.090
H -2.371 -0.557 0.794 0.353 0.167 -0.365
H -0.871 -0.956 1.655 0.045 0.274 -0.452
H -1.264 -1.821 0.152 -0.035 0.057 -0.006
H 1.050 -1.105 0.453 0.276 0.126 0.115
H -0.267 1.103 -1.849 -0.310 -0.175 0.146
H -1.800 0.143 -1.749 -0.208 0.083 -0.012
H -0.164 -0.629 -1.997 -0.394 -0.012 0.211
H 2.708 0.669 0.842 -0.102 0.222 0.167
H 1.252 1.004 1.827 0.077 -0.008 -0.221
H 1.585 1.932 0.319 -0.001 -0.318 0.180
```
Forces are in eV/Å.

Values from the calculation:
HOMO energy: -0.25207 hartree
relative energy (zero: lowest compared OMol25 entry of this formula, charge and spin): 113.8 kcal per mole
maximum force: 0.81 eV/Å
LUMO level: 0.86 eV
E_tot: -233.463635 Ha



Entry from the Open Molecules 2025 dataset: C24H28As2F6IrN2S2 as an isolated structure (ωB97M-V/def2-TZVPD).

Structure (XYZ):
```
65
Properties=species:S:1:pos:R:3:forces:R:3
Ir 1.221 0.402 0.766 -2.423 0.157 2.506
C 2.938 2.767 1.700 -0.069 0.303 -0.226
C 2.420 3.094 0.301 0.312 0.133 0.191
N 1.142 2.393 -0.015 0.412 -0.889 -0.486
C -0.094 3.121 0.310 -0.432 0.059 0.174
C -0.317 3.237 1.799 -0.149 0.099 -0.018
S -0.306 1.595 2.618 1.395 -1.088 -1.790
C 0.998 1.806 3.892 -0.125 -0.078 0.139
C 2.334 1.184 3.512 -0.175 0.132 0.274
N 2.627 1.360 2.085 0.734 -0.578 -0.831
H 4.017 2.924 1.706 -0.021 -0.034 0.116
H 2.519 3.437 2.446 -0.040 -0.060 0.055
H 2.295 4.175 0.208 -0.076 -0.039 -0.078
H 3.151 2.777 -0.440 -0.099 -0.005 -0.024
H 1.151 2.259 -1.030 0.026 -0.144 -0.003
H -0.067 4.128 -0.117 0.082 -0.043 -0.029
H -0.928 2.588 -0.150 0.068 0.032 0.006
H 0.419 3.875 2.282 0.006 -0.061 0.080
H -1.304 3.666 1.979 -0.011 -0.035 0.084
H 1.065 2.873 4.097 -0.049 0.020 -0.036
H 0.621 1.327 4.795 -0.059 0.052 0.006
H 3.119 1.631 4.130 0.008 -0.028 -0.043
H 2.317 0.118 3.738 0.098 0.012 -0.025
H 3.448 0.799 1.854 0.167 0.176 0.157
S 1.241 -1.599 2.052 -0.880 0.177 -1.215
C -0.070 -2.601 1.720 1.286 1.069 0.275
C -0.263 -3.751 2.550 -0.250 -0.649 0.393
C -1.325 -4.579 2.307 0.250 -0.069 0.317
C -2.195 -4.315 1.235 0.166 0.105 -0.008
C -1.991 -3.207 0.389 0.170 0.365 -0.106
C -0.961 -2.337 0.637 -0.731 0.135 -0.630
As -0.600 -0.829 -0.547 -0.026 0.851 -0.425
C -2.199 0.285 -0.585 0.281 -0.173 0.475
C -3.107 0.242 0.472 -0.029 -0.184 -0.237
C -4.245 1.036 0.423 0.053 0.042 0.183
C -4.446 1.902 -0.643 -0.103 0.029 -0.121
C -3.528 1.965 -1.685 0.134 0.074 0.286
C -2.382 1.183 -1.636 0.179 -0.002 -0.139
C -0.596 -1.773 -2.247 0.150 -0.218 0.187
C -1.416 -1.384 -3.308 -0.211 0.210 0.221
C -1.303 -2.009 -4.537 -0.037 -0.387 0.152
C -0.396 -3.052 -4.700 0.004 0.159 -0.063
C 0.371 -3.481 -3.626 0.146 -0.045 0.044
C 0.245 -2.880 -2.385 0.272 0.361 -0.084
H 0.424 -3.961 3.360 0.042 0.044 -0.008
H -1.494 -5.438 2.941 0.003 -0.034 -0.031
H -3.034 -4.975 1.047 -0.028 -0.030 0.035
H -2.654 -3.037 -0.451 -0.012 -0.040 0.005
H -2.952 -0.432 1.307 -0.090 -0.023 0.014
H -4.974 0.971 1.219 0.004 0.073 0.017
H -5.318 2.542 -0.660 -0.064 -0.083 -0.037
H -3.691 2.636 -2.518 0.027 0.026 0.004
H -1.628 1.290 -2.408 -0.098 -0.087 -0.092
H -2.198 -0.653 -3.168 0.150 0.156 -0.101
H -1.951 -1.718 -5.352 0.014 0.057 -0.006
H -0.297 -3.533 -5.664 0.045 0.015 0.004
H 1.131 -4.239 -3.766 -0.201 -0.194 0.032
H 0.855 -3.228 -1.564 0.119 0.047 -0.008
F 1.664 0.503 -1.972 0.805 -0.210 -0.018
As 3.304 -0.411 -1.933 -2.561 0.252 0.719
F 3.974 0.895 -2.741 0.433 -0.026 -0.160
F 2.776 -1.278 -3.276 0.227 -0.087 0.023
F 4.653 -1.330 -1.584 0.408 0.048 -0.098
F 2.317 -1.472 -0.790 0.334 0.130 -0.281
F 3.475 0.513 -0.381 0.042 0.023 0.281
```
Forces are in eV/Å.

Values from the calculation:
HOMO energy (spin up / spin down): -0.62107 / -0.62107 hartree
relative energy (zero: lowest compared OMol25 entry of this formula, charge and spin): 38.3 kcal per mole
maximum force: 3.49 eV/Å
total charge: +3
LUMO level (spin up / spin down): -13.43 / -13.43 eV
E_tot: -7011.353417 Ha



Entry from the Open Molecules 2025 dataset: a 3-piece molecular cluster, C17H42N2O4PS overall (ωB97M-V/def2-TZVPD).

Structure (XYZ):
```
67
Properties=species:S:1:pos:R:3:forces:R:3
C 3.304 -3.606 3.083 -0.152 0.053 0.165
C 2.265 -4.489 3.182 0.020 -0.363 -0.549
C 2.384 -5.897 2.611 -0.190 1.522 -0.879
S 0.913 -6.917 2.943 0.662 -0.277 0.024
P -0.931 -5.948 2.333 -1.940 -0.744 -1.293
C -1.992 -5.536 3.785 0.454 0.300 0.363
C -0.602 -4.472 1.281 0.295 0.523 0.607
H 3.867 -3.319 3.970 -1.290 1.687 0.251
H 3.640 -3.160 2.147 1.217 -1.632 -0.338
H 1.288 -4.247 3.604 0.724 -0.449 1.934
H 3.221 -6.375 3.116 -0.210 -0.282 0.103
H 2.635 -5.919 1.542 -0.336 -0.344 -0.051
H 0.876 -6.947 4.306 0.123 0.432 -0.267
H -2.345 -4.505 3.742 0.225 0.055 -0.029
H -2.867 -6.180 3.731 0.108 -0.125 -0.163
H -1.523 -5.713 4.755 0.075 0.120 -0.046
H 0.446 -4.183 1.189 -0.001 -0.098 -0.031
H -1.141 -3.604 1.669 0.019 -0.066 0.132
H -1.016 -4.679 0.297 0.109 -0.239 0.004
C -2.464 2.580 -0.173 -0.194 -0.035 0.092
O -3.576 2.102 -0.907 0.257 0.010 0.052
C -3.271 1.791 -2.263 -0.375 -0.039 -0.187
C -3.398 0.300 -2.504 0.157 0.018 0.231
N -2.336 -0.436 -1.826 -0.168 -0.107 -0.069
C -2.530 -1.880 -1.821 0.151 0.169 0.171
C -3.722 -2.434 -1.042 0.112 -0.357 -0.146
O -3.627 -2.252 0.364 -0.042 0.091 -0.039
C -4.119 -1.007 0.841 0.143 -0.112 0.257
H -2.823 2.896 0.806 -0.083 -0.016 -0.034
H -1.714 1.796 -0.032 0.133 0.104 -0.066
H -2.004 3.438 -0.669 0.092 -0.040 0.010
H -2.281 2.156 -2.551 0.077 -0.082 0.134
H -4.011 2.302 -2.885 0.026 0.025 -0.006
H -3.341 0.101 -3.577 0.004 -0.029 0.002
H -4.391 -0.006 -2.149 -0.101 0.080 -0.150
H -2.277 -0.116 -0.868 0.047 0.070 -0.026
H -1.622 -2.319 -1.392 -0.025 -0.083 -0.024
H -2.590 -2.231 -2.855 -0.056 0.014 -0.005
H -3.735 -3.517 -1.198 -0.025 0.000 0.017
H -4.680 -2.061 -1.416 0.023 0.142 0.060
H -4.938 -0.626 0.229 0.052 0.025 -0.061
H -3.320 -0.263 0.895 -0.101 0.124 -0.095
H -4.488 -1.162 1.856 -0.033 -0.061 -0.029
C 5.173 3.308 0.080 -0.119 0.028 0.097
O 4.224 4.318 0.360 0.183 -0.153 -0.170
C 4.277 5.418 -0.544 -0.274 0.322 0.186
C 3.018 5.478 -1.386 0.068 -0.318 -0.025
N 2.967 4.369 -2.333 -0.131 0.150 0.079
C 1.684 4.229 -3.016 0.207 -0.206 -0.022
C 0.468 3.861 -2.169 -0.201 0.037 -0.306
O 0.524 2.557 -1.610 0.075 0.200 0.149
C 1.192 2.472 -0.366 -0.064 -0.282 -0.126
H 5.130 2.580 0.890 -0.038 0.039 0.025
H 4.948 2.794 -0.861 0.130 0.010 -0.047
H 6.186 3.718 0.036 0.019 -0.038 -0.057
H 5.170 5.382 -1.174 -0.020 -0.132 -0.033
H 4.331 6.328 0.060 0.045 -0.002 -0.007
H 2.998 6.421 -1.938 -0.024 -0.006 -0.016
H 2.161 5.463 -0.700 0.025 0.190 0.070
H 3.162 3.508 -1.838 0.046 -0.001 -0.019
H 1.811 3.448 -3.769 -0.088 0.013 -0.027
H 1.471 5.156 -3.556 -0.013 0.032 0.055
H -0.398 3.857 -2.838 0.000 -0.011 0.002
H 0.253 4.605 -1.394 0.122 -0.035 0.084
H 1.089 3.388 0.223 0.066 0.036 -0.029
H 2.251 2.238 -0.502 0.055 0.127 0.128
H 0.747 1.647 0.195 -0.048 0.015 -0.021
```
Forces are in eV/Å.

Values from the calculation:
HOMO energy: -0.37175 hartree
relative energy (zero: lowest compared OMol25 entry of this formula, charge and spin): 0.0 kcal per mole
maximum force: 2.45 eV/Å
total charge: +1
LUMO level: -4.04 eV
E_tot: -1822.415001 Ha



Entry from the Open Molecules 2025 dataset: a 2-piece molecular cluster, C4H7NO overall (ωB97M-V/def2-TZVPD).

Structure (XYZ):
```
13
Properties=species:S:1:pos:R:3:forces:R:3
C 1.170 0.856 -0.463 0.058 0.046 0.010
C 0.072 0.707 0.557 0.033 0.181 0.119
O 0.144 1.116 1.690 -0.008 -0.161 -0.381
C -1.257 0.092 0.079 -0.088 0.028 0.040
C -1.146 -0.850 -1.036 0.127 -0.533 -0.654
N -1.036 -1.590 -1.917 -0.090 0.659 0.799
H 2.037 1.344 -0.017 -0.154 -0.064 -0.009
H 1.460 -0.111 -0.888 -0.115 0.106 0.106
H 0.792 1.465 -1.293 0.055 -0.079 0.047
H 0.658 -2.000 0.994 0.021 -0.059 0.025
H 0.743 -1.580 1.601 0.017 -0.079 -0.004
H -1.884 0.935 -0.236 0.029 -0.113 0.013
H -1.754 -0.384 0.929 0.114 0.068 -0.112
```
Forces are in eV/Å.

Values from the calculation:
HOMO energy: -0.38212 hartree
relative energy (zero: lowest compared OMol25 entry of this formula, charge and spin): 43.4 kcal per mole
SMILES: CC(=O)CC#N.[H][H]
maximum force: 1.04 eV/Å
LUMO level: 0.74 eV
E_tot: -286.562552 Ha



- Which value of E_tot does entry 3 give?
  -233.463635 Ha



- E_tot of number 1 (C2H3NO3)?
  -358.337482 Ha